[1]
The following is a quantum chemistry calculation of an isolated molecule of C7H15N, from OMol25.

Results
Lowest unoccupied orbital energy   1.12 eV
Multiplicity   1
SMILES string   C=CCCC[C@H](C)N
Kohn-Sham gap   10.189 eV

Cartesian coordinates (Å):
C  -1.562  2.340  -2.223
C  -1.177  2.427  -0.959
C  0.171  1.964  -0.386
C  0.411  0.452  -0.539
C  0.600  -0.215  0.852
C  0.167  -1.661  0.872
C  0.321  -2.266  2.298
N  0.774  -2.365  -0.254
H  -2.568  2.610  -2.518
H  -0.878  1.999  -2.994
H  -1.793  2.984  -0.254
H  0.336  2.285  0.652
H  0.839  2.708  -0.839
H  1.259  0.340  -1.227
H  -0.408  -0.020  -1.082
H  0.005  0.412  1.511
H  1.652  -0.147  1.184
H  -0.918  -1.592  0.670
H  -0.301  -1.590  2.869
H  -0.211  -3.229  2.236
H  1.341  -2.540  2.536
H  1.773  -2.193  -0.263
H  0.498  -3.332  -0.302

---

[2]
The following is a quantum chemistry calculation of a structure of composition C24H30F3HfN4Sb, from OMol25.

Results
Lowest unoccupied orbital energy   -13.91 eV
Multiplicity   1
Net charge   +4
Kohn-Sham gap   5.441 eV

Cartesian coordinates (Å):
Hf  -0.915  0.864  -0.111
N  -2.522  1.622  1.300
C  -3.266  2.651  0.427
C  -2.474  3.667  -0.367
N  -1.439  3.083  -1.255
C  -1.838  2.639  -2.646
C  -2.873  1.534  -2.549
N  -2.430  0.428  -1.604
C  -0.188  3.850  -1.284
C  0.930  2.872  -0.985
N  0.782  2.056  0.281
H  -3.202  0.885  1.524
H  -2.298  2.023  2.193
H  -3.944  3.183  1.089
H  -3.846  2.041  -0.261
H  -1.988  4.366  0.367
H  -3.247  4.261  -0.883
H  -0.972  2.229  -3.167
H  -2.221  3.455  -3.278
H  -3.077  1.143  -3.562
H  -3.844  1.951  -2.227
H  -2.180  -0.376  -2.165
H  -3.281  0.066  -1.140
H  -0.196  4.714  -0.608
H  0.057  4.238  -2.266
H  1.921  3.341  -1.003
H  0.914  2.159  -1.859
H  0.804  2.689  1.112
H  1.635  1.458  0.345
F  1.188  -7.444  0.220
C  0.790  -6.211  0.379
C  0.040  -5.607  -0.629
C  -0.307  -4.289  -0.457
C  0.101  -3.599  0.677
C  0.736  -4.225  1.752
C  1.073  -5.567  1.578
Sb  -0.095  -1.546  0.730
C  0.812  -0.711  2.458
C  2.096  -0.077  2.524
C  2.726  0.189  3.725
C  2.124  -0.216  4.913
F  2.692  0.049  6.061
C  0.892  -0.905  4.916
C  0.237  -1.122  3.710
C  1.159  -0.754  -0.856
C  0.527  -0.502  -2.097
C  1.221  -0.244  -3.270
C  2.604  -0.326  -3.215
F  3.282  -0.108  -4.297
C  3.294  -0.597  -2.049
C  2.563  -0.820  -0.884
H  -0.188  -6.143  -1.521
H  -0.846  -3.797  -1.258
H  1.004  -3.705  2.669
H  1.544  -6.116  2.384
H  2.670  0.226  1.656
H  3.706  0.697  3.761
H  0.494  -1.239  5.855
H  -0.707  -1.654  3.709
H  -0.519  -0.742  -2.232
H  0.799  -0.155  -4.254
H  4.381  -0.721  -2.087
H  3.107  -1.108  0.011

---

[3]
The following is a quantum chemistry calculation of an isolated molecule of C5H8O2, from OMol25.

Results
Lowest unoccupied orbital energy   1.01 eV
Multiplicity   1
SMILES string   C=CO/C=C\OC
Kohn-Sham gap   9.628 eV

Cartesian coordinates (Å):
C  2.878  -0.053  0.814
C  2.180  -0.590  -0.227
O  1.003  -0.227  -0.732
C  0.234  0.835  -0.170
C  -1.108  0.955  -0.150
O  -1.839  -0.218  -0.443
C  -2.881  -0.633  0.586
H  3.859  -0.355  0.930
H  2.555  0.996  1.339
H  2.512  -1.692  -0.759
H  0.913  1.677  0.033
H  -1.638  1.805  0.138
H  -3.553  0.280  0.667
H  -2.390  -0.615  1.633
H  -3.377  -1.634  0.297

---

[4]
The following is a quantum chemistry calculation of a structure of composition C28H24BHfN5O2, from OMol25.

Results
Lowest unoccupied orbital energy   -7.82 eV
Multiplicity   1
Net charge   +2
Kohn-Sham gap   5.506 eV

Cartesian coordinates (Å):
Hf  -0.031  1.612  -0.225
C  3.894  1.100  -1.856
C  4.602  2.275  -1.581
C  3.977  3.321  -0.941
C  2.633  3.227  -0.572
N  1.941  2.087  -0.883
C  2.581  1.043  -1.491
N  2.113  4.291  0.126
C  0.897  4.471  0.480
N  -0.210  3.611  0.257
C  -1.391  4.345  0.504
N  -2.577  4.015  0.158
C  -2.920  2.888  -0.551
C  -4.264  2.781  -0.920
C  -4.727  1.664  -1.577
C  -3.844  0.620  -1.873
C  -2.539  0.764  -1.507
N  -2.057  1.877  -0.874
C  -1.007  5.612  1.124
C  -1.787  6.654  1.589
C  -1.118  7.774  2.067
C  0.276  7.851  2.053
C  1.053  6.810  1.560
C  0.383  5.688  1.109
H  4.359  0.250  -2.334
H  5.645  2.358  -1.857
H  4.496  4.234  -0.692
H  1.988  0.148  -1.678
H  -4.914  3.602  -0.655
H  -5.770  1.592  -1.852
H  -4.168  -0.283  -2.369
H  -1.820  -0.025  -1.724
H  -2.867  6.595  1.583
H  -1.686  8.610  2.453
H  0.757  8.744  2.429
H  2.132  6.870  1.532
C  -0.512  -7.199  -0.585
C  0.653  -6.386  -0.003
C  1.213  -7.104  1.234
C  1.758  -6.299  -1.054
C  0.147  -5.004  0.412
C  -0.869  -4.909  1.380
C  -1.377  -3.706  1.842
C  -0.824  -2.567  1.294
O  -1.118  -1.235  1.568
B  -0.272  -0.519  0.772
O  0.532  -1.337  -0.022
C  0.161  -2.645  0.337
C  0.674  -3.834  -0.132
H  -0.159  -8.185  -0.888
H  -0.936  -6.707  -1.462
H  -1.312  -7.345  0.142
H  1.580  -8.091  0.952
H  0.454  -7.242  2.005
H  2.042  -6.545  1.672
H  2.086  -7.305  -1.314
H  2.631  -5.758  -0.683
H  1.411  -5.824  -1.974
H  -1.279  -5.822  1.791
H  -2.157  -3.660  2.588
H  1.446  -3.848  -0.887

---

[5]
The following is a quantum chemistry calculation of an isolated molecule of C6H11N, from OMol25.

Results
Lowest unoccupied orbital energy   0.95 eV
Multiplicity   1
SMILES string   CCC[C@@H](C)C#N
Kohn-Sham gap   12.170 eV

Cartesian coordinates (Å):
C  -2.457  -0.282  -0.844
C  -1.302  0.375  -0.118
C  0.098  -0.051  -0.614
C  1.063  -0.268  0.572
C  2.552  -0.298  0.219
C  0.764  0.882  1.445
N  0.354  1.855  1.918
H  -3.399  -0.024  -0.351
H  -2.504  0.050  -1.885
H  -2.347  -1.372  -0.826
H  -1.383  1.465  -0.188
H  -1.406  0.162  0.953
H  0.053  -0.964  -1.222
H  0.522  0.735  -1.252
H  0.790  -1.204  1.079
H  2.780  -1.109  -0.480
H  2.849  0.651  -0.237
H  3.156  -0.444  1.121

---

[6]
The following is a quantum chemistry calculation of a cluster of 2 separate species, C2H6N2O3 in total, from OMol25.

Results
Lowest unoccupied orbital energy (spin up / spin down)   0.71 / -1.20 eV
Multiplicity   3
⟨S²⟩   2.01
Kohn-Sham gap (spin up / spin down)   6.240 / 8.533 eV

Cartesian coordinates (Å):
C  -0.928  -1.338  1.327
C  0.919  0.442  -0.206
N  -0.418  -1.767  0.341
N  0.045  1.161  -0.840
O  -1.162  1.452  -0.106
O  0.082  1.376  -2.046
O  2.137  0.281  -0.737
H  -0.409  -0.959  2.216
H  -1.912  -0.949  1.238
H  -1.902  1.598  -0.713
H  0.836  0.266  0.875
H  0.583  -2.049  0.413
H  2.129  0.486  -1.761

---

[7]
The following is a quantum chemistry calculation of an isolated molecule of C2H6I2O2Si, from OMol25.

Results
Lowest unoccupied orbital energy   0.24 eV
Multiplicity   1
SMILES string   CO[Si](I)(I)OC
Kohn-Sham gap   9.960 eV

Cartesian coordinates (Å):
C  -0.469  -0.931  2.108
O  -0.032  0.080  1.278
Si  0.824  0.014  -0.086
I  2.132  2.061  0.085
I  2.137  -2.095  -0.146
O  -0.034  -0.119  -1.493
C  -0.542  0.999  -2.117
H  -0.713  -0.583  3.045
H  0.296  -1.603  2.142
H  -1.370  -1.541  1.931
H  -0.598  0.755  -3.141
H  0.012  2.050  -1.857
H  -1.643  0.914  -1.749

---

[8]
The following is a quantum chemistry calculation of an isolated molecule of C10H20N2O3, from OMol25.

Results
Lowest unoccupied orbital energy   0.54 eV
Multiplicity   1
SMILES string   CC(C)[C@H](N)C(=O)N[C@H](C(=O)O)C(C)C
Kohn-Sham gap   9.809 eV

Cartesian coordinates (Å):
C  -1.080  1.927  -3.418
C  -1.242  1.411  -1.970
C  -1.894  -0.116  -2.115
C  0.101  1.606  -1.019
N  1.129  0.720  -1.294
C  -0.498  1.674  0.456
O  -1.084  2.662  0.763
N  -0.486  0.631  1.282
C  0.167  -0.617  1.105
C  -1.065  -1.665  1.358
O  -1.905  -1.590  2.112
O  -0.967  -3.037  0.636
C  1.179  -0.809  2.256
C  2.641  -0.357  1.770
C  1.106  -2.168  2.928
H  -1.415  2.981  -3.459
H  -1.803  1.271  -4.138
H  -0.094  1.888  -3.884
H  -2.139  1.983  -1.528
H  -2.641  -0.023  -2.866
H  -2.482  -0.200  -1.309
H  -1.247  -0.929  -2.318
H  0.531  2.600  -1.320
H  2.065  1.034  -0.785
H  1.159  0.540  -2.356
H  -1.228  0.808  1.955
H  0.672  -0.873  0.189
H  -0.353  -2.910  -0.060
H  0.855  -0.061  3.084
H  3.354  -0.169  2.578
H  3.039  -1.098  1.025
H  2.590  0.496  1.100
H  1.935  -2.286  3.714
H  1.060  -3.070  2.320
H  0.037  -2.256  3.209

---

Electronic energy values (in Eh) by entry order: -330.4123; -1737.8393; -345.6460; -1578.1101; -289.9574; -414.7375; -1115.2719; -728.1608.